Run A
{"formula": "C2H3BrN2S", "method": "ωB97M-V/def2-TZVPD", "homo_energy_ha": [-0.279, -0.312], "charge": 0, "mol_weight_g_mol": 167.031, "species": ["C", "C", "N", "N", "S", "Br", "H", "H", "H"], "coordinates": [[-0.50450, -1.42660, -0.64585], [0.76517, 0.41086, -0.45859], [0.67344, -0.95930, -0.71325], [-0.65949, 0.90629, -0.48393], [-1.80449, -0.30980, -0.35602], [1.99766, 1.43098, -1.44113], [-0.53176, -2.48073, -0.63756], [1.37314, 0.14772, 1.50032], [-0.96695, 1.76812, -0.19517]]}

***

Run B
{"formula": "C2H3BrN2S", "method": "ωB97M-V/def2-TZVPD", "homo_energy_ha": [-0.304, -0.298], "charge": 0, "mol_weight_g_mol": 167.031, "species": ["C", "C", "N", "N", "S", "Br", "H", "H", "H"], "coordinates": [[0.59004, -1.31774, -0.13045], [1.26596, -0.42575, 0.49434], [-0.45394, 1.28206, -0.62744], [-1.10844, 0.22010, -0.91180], [0.95036, 1.29202, 0.51642], [-2.65168, -0.27535, 0.27409], [0.28883, -2.27675, -0.44911], [2.12469, -0.58501, 1.14084], [-1.00582, 2.08642, -0.30688]]}

***

Which structure loses on stability? run B does.

***

Run A
{"formula": "C7H8O4", "method": "ωB97M-V/def2-TZVPD", "homo_energy_ha": -0.352, "charge": 0, "mol_weight_g_mol": 156.137, "smiles": "O=C1C=C(CO)[C@H](O)[C@H]2O[C@@H]12", "species": ["C", "C", "C", "C", "C", "C", "C", "H", "H", "H", "H", "H", "H", "H", "H", "O", "O", "O", "O"], "coordinates": [[-1.82831, 1.33460, -0.22819], [-0.46753, 0.54315, -0.04134], [0.61112, 1.31501, 0.05182], [2.06761, 0.81563, 0.15840], [2.15887, -0.65246, -0.11629], [1.01266, -1.50786, -0.12255], [-0.42779, -0.92739, 0.02489], [-2.85046, -0.03290, -1.19745], [-1.66767, 1.92763, -0.98474], [-1.93436, 1.76448, 0.73727], [0.56475, 2.61336, 0.18278], [3.09525, -0.78478, 0.47706], [1.03622, -2.37917, -0.09714], [-1.29979, -1.48853, -0.52576], [-0.83645, -2.15911, 1.49841], [-2.90992, 0.36993, -0.34113], [2.94043, 1.51821, 0.50639], [1.61640, -0.99787, -1.33885], [-0.88103, -1.27193, 1.35643]]}

***

Run B
{"formula": "C7H8O4", "method": "ωB97M-V/def2-TZVPD", "homo_energy_ha": -0.384, "charge": 0, "mol_weight_g_mol": 156.137, "species": ["C", "C", "C", "C", "C", "C", "C", "H", "H", "H", "H", "H", "H", "H", "H", "O", "O", "O", "O"], "coordinates": [[-3.72648, -0.42691, 0.03149], [-1.28241, -0.49207, -0.07229], [-0.13185, 0.37910, -0.43415], [0.92129, 0.17810, 0.60919], [2.97055, -0.84651, -0.07794], [3.23288, 0.62355, -0.10346], [2.11842, 1.23150, 0.29194], [-3.82711, -1.19618, -0.50086], [-4.41021, 0.16460, -0.28129], [-3.59923, -0.55270, 1.03320], [-0.33208, 1.31043, -0.48725], [-0.02152, 0.09914, -1.39369], [0.67976, -0.03258, 1.43590], [4.33834, 1.16898, -0.30249], [1.69515, 2.54413, 0.39466], [-2.53721, 0.17435, -0.36122], [-1.40729, -1.52911, 0.33501], [1.63142, -1.08971, 0.23563], [3.68760, -1.70810, -0.35235]]}

***

Which structure loses on stability? run A does.

***

Run A
{"formula": "C6H13NOSi", "method": "ωB97M-V/def2-TZVPD", "homo_energy_ha": [-0.278, -0.278], "charge": 0, "mol_weight_g_mol": 143.262, "species": ["C", "C", "C", "C", "C", "C", "N", "O", "Si", "H", "H", "H", "H", "H", "H", "H", "H", "H", "H", "H", "H", "H"], "coordinates": [[-0.56149, -2.46835, -0.48403], [-0.35249, -1.21575, -0.47896], [-2.40525, 0.37443, -0.55031], [1.10633, 0.96534, -1.69282], [2.48376, -0.53433, 0.65063], [0.02176, 1.35583, 1.28810], [-3.10361, 0.07866, 0.53428], [-2.51355, 1.08579, -1.50560], [0.79114, 0.16576, 0.03109], [0.36224, -3.02722, -0.34419], [-1.27901, -3.07092, -0.93023], [1.56705, 0.28716, -2.45423], [0.33268, 1.39403, -2.17237], [1.87467, 1.71074, -1.43114], [3.31138, 0.06187, 0.86309], [2.16554, -1.11912, 1.63891], [2.79629, -1.33974, -0.00538], [-0.73348, 2.09732, 0.97852], [-0.36092, 0.84674, 2.06946], [0.80778, 1.94872, 1.83512], [-2.33556, -0.13738, 1.33621], [-3.97524, 0.54044, 0.82384]]}

***

Run B
{"formula": "C6H13NOSi", "method": "ωB97M-V/def2-TZVPD", "homo_energy_ha": -0.333, "charge": 0, "mol_weight_g_mol": 143.262, "smiles": "C[Si](C)(C)[C@@H]1N=CCO1", "species": ["C", "C", "C", "C", "C", "C", "N", "O", "Si", "H", "H", "H", "H", "H", "H", "H", "H", "H", "H", "H", "H", "H"], "coordinates": [[2.45102, -1.07831, 0.14400], [2.61510, 0.42183, 0.24838], [0.79956, -0.27227, -0.88674], [-0.61576, 0.37289, 1.70571], [-1.98228, -1.56904, -0.46359], [-1.65789, 1.47685, -0.91553], [1.45835, -1.46319, -0.50181], [1.57471, 0.96879, -0.52048], [-0.86928, -0.05509, -0.15743], [3.29732, -1.73426, 0.52601], [2.51496, 0.74107, 1.37800], [3.49660, 0.75162, -0.16668], [0.87806, -0.18543, -1.93223], [0.34105, 0.25951, 2.06571], [-0.90226, 1.41915, 1.74412], [-1.23773, -0.29181, 2.30050], [-2.77756, -1.14330, 0.13793], [-2.29682, -1.70698, -1.48925], [-1.80557, -2.55979, 0.05178], [-2.59944, 1.80981, -0.53049], [-1.02743, 2.32407, -0.66493], [-1.65469, 1.51386, -2.07299]]}

***

Which structure loses on stability? run A does.

***

Run A
{"formula": "C3H3IN2OS", "method": "ωB97M-V/def2-TZVPD", "homo_energy_ha": [-0.302, -0.302], "charge": 0, "mol_weight_g_mol": 242.041, "species": ["C", "C", "C", "N", "N", "O", "S", "I", "H", "H", "H"], "coordinates": [[-1.85339, -1.58477, 0.62662], [-2.78134, 1.51838, 0.98030], [-0.17342, 0.04375, 0.14404], [-0.70370, -0.99174, 0.41494], [0.92899, 0.52039, -0.38774], [-0.79738, 3.01301, 0.20563], [-1.71139, 1.91593, -0.23418], [-3.51483, -0.23213, -0.09900], [-2.17456, -2.12405, 1.49305], [1.19896, 0.37302, -1.31345], [1.09663, 1.47329, 0.13024]]}

***

Run B
{"formula": "C3H3IN2OS", "method": "ωB97M-V/def2-TZVPD", "homo_energy_ha": [-0.311, -0.308], "charge": 0, "mol_weight_g_mol": 242.041, "species": ["C", "C", "C", "N", "N", "O", "S", "I", "H", "H", "H"], "coordinates": [[0.90922, 1.43065, -0.49656], [1.87943, 0.66782, -0.08062], [-0.84964, -0.09789, -0.17535], [-0.39061, 1.09750, -0.24957], [-2.09354, -0.47863, 0.24511], [0.01058, -2.49045, 0.50277], [0.21059, -1.49203, -0.52768], [3.86733, 0.40326, 0.11283], [1.05190, 2.59668, -0.61081], [-2.44274, -0.17428, 1.08265], [-2.15252, -1.46263, 0.19723]]}

***

Which structure loses on stability? run A does.

***

Run A
{"formula": "C3H4F2O", "method": "ωB97M-V/def2-TZVPD", "homo_energy_ha": [-0.336, -0.375], "charge": 0, "mol_weight_g_mol": 94.060, "species": ["C", "C", "C", "O", "F", "F", "H", "H", "H", "H"], "coordinates": [[-0.25234, -0.87788, 1.43412], [-0.39980, -0.95241, 0.17168], [0.87335, 1.69635, -1.36607], [0.32018, 1.96023, -2.53495], [2.22337, 1.42768, -1.61369], [0.86863, 2.78352, -0.54364], [0.09093, -1.80458, 2.08948], [-0.37862, 0.03775, 2.08755], [-0.33568, -1.75610, -0.48478], [0.66561, 2.58987, -3.18568]]}

***

Run B
{"formula": "C3H4F2O", "method": "ωB97M-V/def2-TZVPD", "homo_energy_ha": -0.278, "charge": 0, "mol_weight_g_mol": 94.060, "smiles": "O[C@]1(F)C[C@H]1F", "species": ["C", "C", "C", "O", "F", "F", "H", "H", "H", "H"], "coordinates": [[0.26871, 0.63602, 0.78385], [1.02393, 0.43163, -0.47585], [-0.54437, -0.44775, 0.10742], [-1.56744, -0.16636, -0.71687], [1.96543, -0.58956, -0.35933], [-0.46625, -1.73233, 0.27036], [0.65487, 0.28899, 1.79881], [-0.32842, 1.50372, 0.93511], [1.03918, 1.04140, -1.39647], [-2.04564, -0.96576, -0.94704]]}

***

Which structure loses on stability? run A does.

***

Run A
{"formula": "C3H4F2O", "method": "ωB97M-V/def2-TZVPD", "homo_energy_ha": -0.384, "charge": 0, "mol_weight_g_mol": 94.060, "smiles": "O=C(CF)CF", "species": ["C", "C", "C", "H", "H", "H", "H", "O", "F", "F"], "coordinates": [[1.29596, -0.18809, -0.05743], [-0.00358, 0.56496, -0.01871], [-1.29736, -0.21308, 0.06447], [1.40216, -0.82480, 0.84443], [1.30380, -0.78344, -0.95293], [-1.36315, -0.82032, 0.94105], [-1.34773, -0.89568, -0.81315], [-0.02777, 1.77134, 0.00754], [2.39908, 0.69147, 0.02030], [-2.36141, 0.69762, -0.03559]]}

***

Run B
{"formula": "C3H4F2O", "method": "ωB97M-V/def2-TZVPD", "homo_energy_ha": -0.403, "charge": 0, "mol_weight_g_mol": 94.060, "smiles": "FC(F)[C@H]1CO1", "species": ["C", "C", "C", "H", "H", "H", "H", "O", "F", "F"], "coordinates": [[1.13964, 0.25804, -0.39244], [-0.26457, -0.15313, -0.47481], [-1.16558, -0.23219, 0.68211], [1.71329, 0.57906, -1.29400], [-0.35325, -0.95372, -1.23547], [-0.84276, 0.15517, 1.66485], [-2.01956, -1.00821, 0.88889], [-1.26438, 0.72724, -0.42965], [1.79604, -0.79771, 0.17940], [1.26112, 1.42546, 0.41112]]}

***

Which structure loses on stability? run B does.